(1)
C27H78N6O9 | ωB97M-V with the def2-TZVPD basis set

```
120
C27H78N6O9 ωB97M-V with the def2-TZVPD basis set
H -23.568 -18.796 16.467
H -18.783 -21.216 19.882
N -21.816 -18.067 13.667
C -15.920 -16.841 23.920
C -21.274 -20.345 24.627
H -16.977 -11.691 20.578
C -17.539 -20.443 21.981
H -17.915 -21.455 21.896
O -19.922 -10.999 23.922
C -24.162 -18.882 13.838
O -17.577 -11.913 18.574
C -14.990 -18.012 15.393
H -14.599 -19.840 14.330
O -21.842 -17.738 16.550
H -16.807 -18.626 26.069
H -17.021 -19.157 28.566
C -16.568 -19.991 19.678
H -24.909 -19.184 14.579
H -15.956 -18.131 14.897
H -24.029 -10.389 24.797
C -15.439 -17.135 25.325
C -23.047 -18.108 14.513
H -17.114 -16.308 18.758
H -20.469 -20.777 24.014
O -15.755 -17.725 27.588
H -22.893 -14.404 20.166
H -20.441 -17.314 24.173
H -16.040 -17.715 23.277
H -24.706 -20.585 24.637
O -22.173 -14.872 19.737
H -15.666 -18.609 17.355
H -16.490 -20.326 22.256
H -14.051 -18.370 26.121
C -15.419 -21.933 18.822
C -22.652 -20.722 24.096
H -17.979 -18.633 20.716
O -19.344 -16.021 20.044
H -15.749 -21.826 17.779
H -21.524 -12.274 23.750
H -19.823 -18.665 23.102
H -23.531 -12.114 24.942
C -18.980 -15.303 21.192
H -16.795 -19.591 18.682
H -21.689 -10.678 22.923
H -14.434 -21.475 18.935
H -20.438 -17.793 17.981
H -16.870 -16.297 23.856
C -23.365 -11.096 25.296
H -14.861 -16.270 25.670
H -17.901 -15.407 21.363
H -14.652 -16.077 15.111
H -20.286 -15.828 19.933
C -16.538 -18.177 28.645
H -22.852 -20.035 23.261
C -23.734 -20.524 25.142
H -17.675 -12.727 18.072
H -15.685 -12.225 19.429
H -23.710 -19.554 25.637
C -15.190 -17.746 16.885
C -16.743 -12.266 19.686
H -21.059 -20.856 25.572
H -21.297 -11.165 25.913
H -19.458 -11.056 21.902
H -14.217 -17.524 17.352
N -14.290 -16.930 14.677
H -23.390 -17.071 14.622
N -22.770 -22.088 23.554
O -21.082 -18.968 24.836
H -23.799 -19.821 13.409
H -22.080 -17.632 12.788
H -23.788 -21.326 25.879
C -19.179 -11.543 22.841
H -21.498 -17.992 23.023
H -17.314 -16.997 26.446
H -18.063 -19.871 22.748
H -16.978 -13.308 19.924
C -21.913 -10.680 25.154
H -22.344 -8.785 24.605
H -23.460 -22.078 22.800
H -21.179 -13.434 18.571
H -22.054 -18.043 18.685
O -15.951 -16.563 17.002
C -20.656 -18.260 23.669
H -14.239 -19.975 16.054
N -19.013 -20.237 20.065
H -15.220 -16.214 23.362
H -15.961 -18.135 29.566
N -21.740 -9.234 25.293
C -21.429 -18.212 17.801
H -19.073 -14.209 21.163
H -13.127 -19.160 14.961
H -15.368 -23.002 19.008
H -20.811 -8.995 24.951
C -21.320 -11.197 23.816
H -19.447 -15.673 22.113
H -13.305 -16.958 14.926
N -14.413 -18.205 25.181
C -16.427 -17.637 26.356
C -16.119 -16.128 18.345
C -17.760 -19.701 20.619
H -21.505 -15.016 17.815
H -21.212 -17.413 14.160
H -21.311 -19.304 17.828
C -22.668 -18.674 15.850
H -19.089 -19.804 19.142
H -24.704 -18.385 13.034
H -13.590 -17.940 24.653
H -18.159 -11.231 23.066
H -22.125 -19.621 15.793
C -14.182 -19.310 15.188
H -19.271 -12.630 22.849
H -17.398 -17.508 28.816
H -15.646 -19.606 20.132
H -21.966 -22.237 22.930
C -21.903 -14.250 18.487
H -15.389 -16.669 18.954
H -22.834 -13.927 18.011
O -16.456 -21.387 19.605
H -23.653 -11.124 26.349
H -15.916 -15.056 18.368
```

Summary:
E_HOMO (eV): -9.269
HOMO-LUMO gap (eV): 9.5
SMILES: COC[C@H](C)N.COC[C@H](C)N.COC[C@H](C)N.COC[C@H](C)N.COC[C@H](C)N.COC[C@H](C)N.CO.CO.CO
LUMO energy (eV): 0.22
Net charge: 0
Energy relative to the best compared isomer or geometry (same formula, charge and spin) (eV): 2.886

Löwdin population analysis, charges in e, atoms 1 to 2:
1. H 0.129
2. H 0.067

(2)
C6H7NO | ωB97M-V with the def2-TZVPD basis set

```
15
C6H7NO ωB97M-V with the def2-TZVPD basis set
H -1.062 -2.076 0.597
H 0.550 0.104 -2.272
O -0.963 -1.098 -1.319
C 1.835 -0.818 0.500
H -0.161 2.186 -0.825
C 0.585 -0.519 -0.024
H -1.768 1.446 -1.117
C -0.755 1.273 -0.753
C -0.710 -1.219 0.035
N -0.859 1.207 1.762
H -0.601 0.580 2.528
C -0.027 0.066 -1.354
H 2.553 -0.024 0.666
H 2.020 -1.790 0.941
C -0.638 0.681 0.635
```

Summary:
E_HOMO (spin up / spin down) (eV): -7.435 / -7.433
HOMO-LUMO gap (spin up / spin down) (eV): 7.2 / 7.2
LUMO energy (spin up / spin down) (eV): -0.22 / -0.22
Net charge: 0
Energy relative to the best compared isomer or geometry (same formula, charge and spin) (eV): 5.649

Löwdin population analysis, charges in e, atoms 1 to 2:
1. H 0.145
2. H 0.153

(3)
C3H6NO2 | ωB97M-V with the def2-TZVPD basis set

```
12
C3H6NO2 ωB97M-V with the def2-TZVPD basis set
H 3.118 -0.703 -0.077
N -0.033 1.448 -0.080
H -1.238 -1.737 0.010
C -0.147 0.101 -0.063
O 2.315 -0.158 -0.013
H 0.895 1.836 -0.029
H -2.629 0.739 0.002
C 1.199 -0.795 -0.001
O -2.527 -0.227 0.021
H 1.104 -1.866 -0.083
H -0.761 2.020 0.321
C -1.297 -0.657 -0.008
```

Summary:
E_HOMO (spin up / spin down) (eV): -13.136 / -13.136
HOMO-LUMO gap (spin up / spin down) (eV): 7.6 / 7.6
LUMO energy (spin up / spin down) (eV): -5.58 / -5.58
Net charge: +1
Energy relative to the best compared isomer or geometry (same formula, charge and spin) (eV): 1.410

Löwdin population analysis, charges in e, atoms 1 to 2:
1. H 0.172
2. N 0.132

(4)
C3H5N2O3P | ωB97M-V with the def2-TZVPD basis set

```
14
C3H5N2O3P ωB97M-V with the def2-TZVPD basis set
H 1.693 -2.057 -0.104
H -0.620 -1.683 1.132
N -0.540 0.460 0.844
C 0.978 -1.159 -0.131
P -1.631 0.544 -0.300
H 0.772 -0.547 1.885
H 0.565 -1.237 -1.033
H 1.738 -0.416 -0.228
N 1.482 2.429 -0.085
C 0.498 1.940 -0.485
O -0.429 1.711 -1.334
O -1.832 -0.642 -1.202
O -2.767 1.428 -0.011
C 0.092 -0.771 1.053
```

Summary:
E_HOMO (eV): 0.438
HOMO-LUMO gap (eV): 6.6
SMILES: CCN=P([O-])([O-])OC#N
LUMO energy (eV): 7.04
Net charge: -2
Energy relative to the best compared isomer or geometry (same formula, charge and spin) (eV): 0.842

Löwdin population analysis, charges in e, atoms 1 to 2:
1. H 0.062
2. H 0.092